189
Properties=species:S:1:pos:R:3:forces:R:3 method="wB97M-V/def2-TZVPD" e_tot_ev=-159601.1920 e_homo_ev=-9.178 lumo_ev=-3.6
C -4.394102 2.675173 -4.910317 -0.2 -1.2 1.6
C 1.139331 4.689755 -4.283596 0.7 0.1 -0.8
H 2.073643 -0.768073 6.745162 0.2 0.0 0.3
C -3.537315 -6.176106 3.295529 -0.2 -0.3 -0.6
H 2.493363 -5.007516 0.503483 0.1 0.0 -0.1
H 2.231512 2.574082 0.732559 0.1 0.0 0.6
C 1.007185 -4.920718 4.491498 0.2 0.0 -0.1
N -3.777446 -4.895228 3.026467 0.7 -0.1 0.0
O -7.469054 -0.807823 -1.907813 -1.9 -0.9 1.0
O 1.034926 1.342453 -2.976015 1.6 0.8 -2.9
C -2.607151 -5.710047 5.410303 0.1 0.7 0.8
C 4.197910 -3.936240 1.429052 0.0 0.1 -0.7
C 3.597005 -1.851539 0.567338 0.5 -0.1 -0.4
C -0.781107 0.312336 6.127921 0.0 0.4 0.0
H -2.144132 -0.472097 -7.798771 0.0 0.0 0.1
H 5.002494 -0.681060 -6.530935 0.0 0.0 0.0
H 4.031942 -1.139737 -0.136887 0.1 0.0 0.1
O -3.079014 4.654731 -0.557169 1.0 1.6 -0.8
C -0.620024 -1.916779 6.946307 0.3 0.1 0.4
H -4.756823 -2.962014 0.588985 -0.4 -0.6 0.0
C 3.444477 -2.010949 -7.229290 0.3 0.5 0.1
C -3.807195 2.812209 -3.506262 -0.3 -0.9 -0.5
H -0.445400 1.630687 -7.762006 -0.4 0.2 -0.3
O 3.335316 5.459617 -9.329467 0.9 1.2 -1.8
H 2.818046 -2.129945 -8.120559 0.0 0.1 0.0
C -4.064051 0.367086 2.602950 -2.3 2.2 -4.1
C 3.159081 2.001570 0.856365 0.2 -0.2 -0.1
C 3.227069 -0.968840 4.961794 0.4 0.2 0.1
O -4.199664 1.845292 -2.792585 -0.3 -0.4 0.8
H -0.045451 0.110547 9.395806 0.0 0.0 0.0
H 4.505770 4.234817 -0.795972 0.1 -0.1 -0.4
H 1.002533 2.154005 2.501870 -0.1 0.2 -0.1
H -1.179253 2.841430 -5.441407 0.0 0.0 0.2
H 3.187057 2.283696 -1.293429 0.2 -0.1 -0.2
B 2.307190 4.491783 -6.205482 0.8 0.1 -1.6
H 3.737835 2.906942 2.787973 0.1 0.4 -0.1
N 1.447103 -6.944864 3.270806 0.3 0.0 0.0
H 4.899099 -4.571442 0.882324 -0.1 -0.3 0.2
C -0.272468 -5.416316 2.562069 0.8 -0.5 -0.6
H 2.879232 -0.639974 -4.561202 0.0 0.0 -0.1
O 3.024154 4.192934 -2.856350 0.5 0.1 1.3
O -3.067186 3.698091 -3.137237 1.5 2.7 0.5
H -1.527906 2.161657 2.188404 0.3 0.2 -0.2
H -1.009574 -5.219223 1.800501 -0.1 0.3 0.1
N -0.314144 -1.493504 8.163293 -0.1 -0.4 0.5
C -0.515142 2.080464 -1.285994 0.6 -1.2 0.2
C 1.331206 5.930036 -0.827097 0.2 0.4 -1.3
O 3.245033 1.338368 4.928449 0.6 0.3 -0.6
H 0.581482 4.720991 2.646570 -0.2 0.4 -0.5
O -5.097771 -2.323282 -2.683247 0.6 -3.1 1.1
H 0.659459 -5.722114 -0.787921 0.0 -0.1 -0.1
H 3.060295 0.216152 3.157322 0.1 0.4 0.0
C 0.050017 -4.535863 3.563628 -0.6 0.4 0.3
C 0.808651 5.052996 1.642688 0.5 0.7 0.5
O -5.056942 0.791747 0.564735 0.2 0.9 -0.8
H -0.472186 -2.488096 -3.338323 -0.2 0.2 -0.2
H 3.321322 1.134124 -6.082123 0.2 0.0 -0.2
H 3.029322 -1.273101 1.310440 -0.2 -0.3 0.0
H 2.816535 5.449263 2.178154 0.3 0.2 -0.3
O 3.242521 4.228586 -5.092711 -0.3 0.1 0.2
O -3.705882 -0.205548 3.510117 2.4 -3.8 5.3
H -4.222985 -4.348901 1.400453 -0.5 0.0 -0.8
H -2.871719 -7.714673 4.608825 0.2 0.0 0.1
H 2.717613 -1.900032 4.717185 0.0 0.0 0.1
N -4.621085 -3.986114 0.459484 1.0 0.8 -0.2
C -1.024340 2.744871 2.949813 -0.6 -0.3 0.4
H -1.810066 4.394970 5.781203 0.1 0.2 0.0
H 4.293906 -1.068047 4.738114 -0.1 -0.2 -0.2
H 1.550000 6.222835 -1.848284 0.0 0.0 0.0
H 2.103919 -3.796517 1.713340 -0.2 0.1 -0.3
C 0.505884 -6.565248 2.428688 -0.6 0.1 -0.7
O 2.809255 5.481257 -7.149127 0.0 0.2 0.6
H 4.945171 1.850765 2.049993 -0.2 -0.1 0.1
H 1.269039 -4.016064 -2.547719 0.0 0.0 -0.1
H -2.639280 -3.598273 5.906180 0.0 0.0 0.0
H 4.140382 1.365958 6.794412 0.0 0.1 -0.3
C 3.893347 2.119618 -0.484088 0.2 0.2 0.1
C 2.409363 -0.729358 -5.546846 -0.5 -0.4 -0.5
C -3.755230 3.849947 0.080381 -0.3 -0.4 -0.3
N 0.103773 3.862963 5.239765 0.2 0.5 0.0
O 0.195582 4.722224 -3.515566 -1.8 1.3 1.6
C -6.582222 -0.420433 -2.559335 1.6 0.9 -0.2
C 2.607446 4.342207 -3.951700 -0.3 -0.6 -0.8
O 2.629840 -2.053309 -6.066786 -0.1 -0.4 0.4
O -4.032777 1.664710 2.461208 0.3 2.0 -0.4
H -3.909238 -4.048122 -0.336946 0.0 -0.4 0.8
C -0.069201 -5.065286 -1.239362 -0.2 0.2 0.1
O 1.068312 4.973575 -5.516448 -0.7 0.0 -0.5
H 1.618635 0.313912 4.226237 0.1 -0.3 -0.2
C -1.384051 -5.104321 -0.805512 0.4 -1.3 0.4
N 0.070389 5.538616 -0.591429 0.1 0.4 1.0
O -3.417433 2.663736 0.357305 0.2 -0.2 -0.1
H 3.361442 6.183741 -0.237989 -0.1 0.4 0.0
H -5.475579 -4.443278 0.157519 -0.1 0.1 0.3
C -0.278523 -0.189666 8.378388 0.4 0.4 0.7
C -0.863938 -1.042951 5.910757 -0.6 -0.7 -0.9
C 0.337969 2.723719 3.139793 0.3 -1.1 0.6
O -5.129020 1.604908 -4.932303 -0.4 -0.9 0.5
H -0.951112 1.021550 5.325031 0.0 -0.1 0.0
C 2.774023 -2.900771 -0.154550 -0.3 0.2 0.2
H -3.750542 -6.844088 2.462155 -0.2 -0.2 0.3
C 4.163946 2.596926 1.832653 0.2 -0.4 -0.6
H -2.186813 1.985726 -7.436213 -0.1 -0.3 -0.2
H -2.066458 -5.935775 6.325960 -0.3 -0.4 -0.1
O -0.878881 1.548218 -0.182493 -0.7 -0.4 1.4
B -5.104039 0.946660 -3.618349 -0.5 -0.9 -0.2
C 1.674971 -6.119001 4.286968 -0.4 -0.2 1.0
C -0.908530 1.816282 -5.686442 -0.6 -1.6 -0.7
H 1.249202 -4.337160 5.371878 0.0 0.2 -0.2
C 2.095876 5.505961 1.373749 -0.4 -0.2 -0.3
H 1.913296 3.227549 4.521607 0.0 -0.2 0.0
H 3.324232 -3.268148 -1.025464 -0.2 0.3 -0.2
C 0.254207 -4.116875 -2.189457 0.2 -0.2 0.0
H -3.341874 0.134980 -5.816017 0.1 0.0 0.0
H -2.883024 3.314822 3.849705 0.1 0.3 -0.1
Y -1.677741 5.466455 -2.195015 0.6 -5.4 0.4
O 0.328335 -1.379724 2.928733 0.6 -1.0 2.0
O 2.209085 2.765243 -9.191717 0.1 -0.7 -0.4
C -1.232257 -1.582325 1.061753 1.5 2.0 -0.5
C 3.003555 0.215957 -6.576693 0.3 0.2 0.5
H -2.244555 -1.076518 -5.141758 0.0 0.1 0.0
H 2.323025 0.501955 -7.380257 -0.2 -0.1 0.2
C 2.386163 3.502612 -8.285641 -0.5 0.7 0.7
H -2.733360 -2.580006 -2.241933 -0.2 -0.3 -0.6
O -4.542437 -0.410605 -3.631039 0.6 1.0 -0.2
H -1.667200 -5.887943 -0.103595 -0.1 0.2 0.0
C 4.835634 3.338542 -0.277911 -0.7 -0.4 0.2
C 2.932979 4.939355 -8.368421 -0.7 -1.0 1.6
H -0.485070 -3.593614 3.589340 0.2 0.0 0.3
C -1.803942 3.409368 3.887857 -0.3 -0.4 -0.1
C 2.762692 -4.019339 0.866400 0.2 0.1 1.0
C -1.524382 -0.085685 -6.984532 -1.3 0.1 -0.3
H 1.328417 -0.606185 -5.435617 0.0 0.1 0.2
O -4.215278 3.423271 -5.779570 0.8 2.5 -2.6
H 0.354290 -7.176983 1.539344 0.0 -0.2 0.2
C -4.780241 -0.194989 1.371731 1.0 2.4 0.7
O -6.434213 0.810614 -3.049446 0.2 0.6 -0.1
C -2.882530 -4.362011 5.182746 0.3 -0.7 -0.4
H 1.798280 -2.488005 -0.423293 0.0 -0.3 -0.2
H -0.607572 -0.674568 -6.984180 0.2 0.2 0.3
H 4.373851 -0.261870 -8.158347 0.3 -0.1 0.1
B -0.316052 0.216730 -0.038714 0.9 -1.3 0.0
C 2.712369 0.238508 4.187083 -0.2 -0.4 1.1
C -2.988788 -6.649143 4.477544 0.0 0.1 -0.4
H 3.810835 -0.979930 7.090392 0.1 0.0 0.1
C -0.154135 5.105018 0.678080 -1.1 0.8 -0.2
C 3.220068 1.017116 6.316218 0.1 -0.1 0.3
O 0.625199 0.086960 -1.187647 -0.4 -0.4 0.5
C -0.065629 -1.004545 1.891659 -0.6 0.7 -1.7
C 4.119086 -0.642646 -7.167578 -0.3 0.3 -0.6
C -5.306245 -1.200203 -2.906009 -1.0 2.0 -1.2
H -1.188049 -1.450328 4.958777 0.2 0.2 -0.1
H -0.639258 -2.995413 6.840745 -0.1 0.0 -0.3
O -5.026961 -1.319219 1.233770 -1.0 -3.7 -0.7
N -2.336543 -4.293306 -1.203251 -0.4 0.4 -0.6
C -3.409282 -4.016544 3.955210 -0.7 1.0 0.4
C -2.289186 -0.117465 -5.659664 0.7 -0.3 -0.3
H 2.388014 1.566121 6.775276 0.0 -0.3 0.1
H 4.228253 -4.163317 2.493448 0.1 0.0 0.1
B -4.535754 2.027738 1.154652 -0.8 -0.4 0.3
O 0.407388 0.029495 1.219090 0.2 0.7 -0.1
C -5.173520 4.137199 0.592006 1.5 -2.2 0.4
C -0.738960 -3.267419 -2.643999 0.3 0.0 -0.2
H 2.332729 -6.481827 5.073963 0.3 0.1 -0.3
H 4.189844 -2.807447 -7.221911 -0.2 -0.2 0.2
O -0.892160 3.150478 -1.637479 -0.6 2.8 -1.3
C 2.353419 5.973775 0.088780 0.3 -0.9 0.6
C -1.195812 3.970161 4.995244 -0.3 -0.3 0.3
H 5.845905 3.078600 -0.594079 0.2 0.2 0.2
O -5.583752 3.056986 1.192020 0.2 -0.6 0.3
C 0.493332 1.125874 -1.972799 -1.3 -0.1 1.9
H 0.156828 1.603468 -5.560811 0.0 0.4 0.2
H -3.596326 -2.963965 3.751553 0.0 -0.1 -0.2
O 4.765136 3.663462 1.108702 0.1 0.6 0.7
H -0.360296 1.830926 7.535953 0.0 -0.1 0.4
C 3.090107 -0.518057 6.425236 -1.0 0.2 -0.6
O -1.632520 0.863136 -4.848286 -0.2 0.8 0.4
O -1.918485 -2.469937 1.377454 -1.8 -2.4 0.8
O 4.647367 -2.594725 1.180197 -0.1 0.3 0.3
O -5.715664 5.148076 0.454505 -1.8 3.4 -0.6
H 4.498959 1.241005 -0.698986 -0.1 -0.1 0.0
C 0.850190 3.278318 4.309875 0.3 -0.1 0.1
C -1.313239 1.414415 -7.129825 1.6 0.5 0.6
C -2.011699 -3.382559 -2.127942 0.0 0.9 0.9
H -1.194981 4.983669 0.959723 0.1 -0.6 -0.2
H 2.921510 0.990453 1.187332 -0.2 0.0 -0.4
O -1.329853 -0.853063 -0.039620 -0.2 0.4 -0.3
C -0.473394 0.762779 7.401392 0.0 0.2 -0.8
O 2.018688 3.311211 -7.007236 -0.1 -0.3 0.3

***

156
Properties=species:S:1:pos:R:3:forces:R:3 method="wB97M-V/def2-TZVPD" e_tot_ev=-254433.1057 charge=-2 e_homo_ev=-1.319 e_above_lowest_kcal_mol=0.0 lumo_ev=3.3
H 3.442057 4.710879 -3.035231 0.0 0.0 0.0
C -2.682256 -0.426721 -4.440604 -0.1 0.0 0.0
C 3.633764 0.354257 2.126335 -0.1 0.0 0.1
C 0.583572 3.923783 -6.438962 0.0 0.0 0.0
C -4.137705 -0.511573 0.049477 0.0 0.1 0.0
P -1.369066 2.744513 1.496261 0.1 0.1 0.0
H 3.918883 -3.188534 -1.808451 0.0 0.0 0.0
H -0.447985 -3.019969 -4.088460 0.0 0.0 0.0
C -3.735886 -5.570543 -0.271978 0.0 0.0 0.0
C 1.924043 4.261894 -6.320470 0.1 0.0 0.0
C -2.244152 3.418257 -2.254512 0.0 0.1 0.0
H 2.147875 -5.847609 1.004835 0.0 0.0 0.0
H 1.805684 -2.303629 5.225647 0.0 0.0 0.0
H -3.146254 -1.358676 1.736689 0.0 0.0 0.0
C 0.802094 -6.318275 -1.344948 0.0 0.0 0.0
H 1.687154 -5.338891 -3.735257 0.0 0.0 0.0
N -1.111207 -3.083904 1.881001 0.0 0.0 0.1
H 0.354693 1.652934 -3.935200 0.0 0.0 0.0
C -3.725721 -0.463560 1.490972 0.0 0.0 0.0
H 3.062716 -4.243897 -3.864247 0.0 0.0 0.0
C -1.489870 0.412667 6.010292 0.0 0.0 0.0
H -2.218969 -2.534418 -0.334650 0.0 0.0 -0.1
H -4.144430 -0.790954 -5.962251 0.0 0.0 0.0
H -4.589374 -0.412448 2.156537 0.0 0.0 0.0
H -1.333076 2.920229 -2.577419 0.0 0.0 0.0
C 1.173979 -5.355853 0.939713 0.0 0.0 0.0
H -2.821063 -0.430590 4.522939 0.0 0.0 0.0
C -3.507170 3.522506 2.732679 0.0 0.0 0.0
C 3.026815 1.025919 4.488643 0.0 0.0 0.0
H -6.813419 -1.073070 -1.952645 0.0 0.0 0.0
H -1.964423 -5.617245 2.624495 0.0 0.0 0.0
C 1.973442 -4.299977 -3.897140 0.0 0.0 0.0
C 1.850708 5.601675 -1.930103 0.1 0.0 0.0
S 2.447035 2.910078 -1.711277 0.0 0.0 0.3
H -2.968976 4.490251 -0.516107 0.0 0.0 0.0
C -3.973731 -0.686624 -4.898712 0.0 0.0 -0.1
Br -1.286488 -0.304922 -5.727378 0.0 -0.1 0.0
C -1.296945 -3.591998 5.558769 0.0 0.0 0.1
C 5.623495 0.194063 0.221665 0.1 -0.2 0.0
C -0.047165 -3.123627 5.949332 0.0 0.0 0.1
C -5.011990 -0.815930 -4.021535 0.1 0.0 0.0
H 6.395039 0.137819 -0.543889 0.0 0.0 0.0
Cs 0.219930 -0.000288 -0.217097 -0.1 -0.2 0.4
H 1.330956 5.434110 -4.003573 0.0 0.0 0.0
H 2.368503 4.982262 -6.996515 0.0 0.0 0.0
C 0.799964 -5.039693 -0.507340 0.0 0.0 0.0
H -1.203181 4.527307 -0.717730 0.1 0.1 -0.1
H -5.161455 4.414385 3.781555 0.0 0.0 0.0
C 0.458731 0.275330 4.002386 0.0 0.1 -0.1
H -3.577811 5.068443 4.227402 0.0 0.0 0.0
H -3.743081 -3.919701 -1.661838 0.0 0.0 0.0
H 1.711630 -2.347276 -3.110814 0.0 0.0 0.0
N 1.371916 0.158597 2.998905 0.1 0.0 0.0
H 3.747228 -3.994029 1.130710 0.0 0.0 0.0
C 0.797959 2.392478 -4.590685 0.0 0.0 0.0
H 0.225442 -3.068613 6.996298 0.0 0.0 0.0
H 1.955289 3.304799 1.713956 0.0 0.0 0.1
C 0.832189 -2.702462 4.956868 0.1 -0.1 0.0
H 5.140117 -5.282969 -1.362848 0.0 0.0 0.0
H -3.375659 2.695766 3.440246 0.0 0.0 0.0
C 2.138271 2.745553 -4.450799 0.1 0.0 0.0
O 0.961414 2.929540 -1.722681 0.0 0.0 0.0
H -3.082555 0.399198 1.670515 0.0 0.0 0.0
C 4.115601 -3.380964 0.306095 0.0 0.0 0.0
H -4.399139 -6.197599 -0.855407 0.0 0.0 0.0
C -0.336708 7.313816 -1.734171 -0.1 0.0 0.0
H 1.302237 5.608924 2.539489 0.0 0.0 -0.1
H -2.249999 0.442980 6.781795 0.0 0.0 0.0
H 4.011967 2.362212 -3.425851 0.0 0.0 0.0
C 5.961804 0.007759 1.558180 0.0 0.0 0.0
H 3.844106 -2.345733 0.513215 0.0 0.0 0.0
C -0.221376 0.839271 6.278632 0.0 0.0 0.0
C -1.816507 -0.080902 4.726551 0.0 0.0 0.0
C -0.190835 -3.280723 -3.058888 0.0 0.1 0.0
O -0.007640 3.593000 1.263782 0.0 0.2 0.0
C -5.796899 -0.865662 -1.642756 0.0 0.0 0.0
Br -6.758508 -1.169592 -4.707605 0.0 0.0 0.0
H -2.014197 -3.905946 6.312201 0.0 0.0 0.0
O -1.982409 2.762177 0.016020 0.0 -0.1 0.1
H -4.114322 3.149845 1.899362 0.0 0.0 0.0
C -0.872971 -0.136254 3.743008 -0.1 0.2 0.1
H -1.007422 2.692585 -5.682235 0.0 0.0 0.0
C 1.494631 6.151033 -0.705222 0.0 0.0 0.0
P 1.705644 -3.516282 -1.069370 -0.1 0.1 0.1
H -6.226104 -0.915179 0.445853 0.0 0.0 0.0
H -3.455353 -7.004713 1.299262 0.0 0.0 0.0
H 2.412950 1.582342 6.452177 0.0 0.0 0.0
H 0.043374 1.218266 7.260277 0.0 0.0 0.0
C -5.474003 -0.776163 -0.321066 0.1 0.0 0.0
H 3.678731 -5.664999 -2.280590 0.0 0.0 0.0
H -0.232252 -4.672348 -0.481290 0.0 0.0 0.0
H 0.124672 7.404125 0.359950 0.0 0.0 0.0
C 1.327468 -3.352407 -2.888054 0.0 0.0 0.0
O -1.192546 -0.039746 -2.643008 0.1 0.1 -0.4
C -0.000234 6.750872 -2.956982 0.0 0.0 0.0
H 3.777240 4.861499 -1.297211 0.0 0.0 0.0
H 2.063891 5.894016 0.179227 0.0 0.0 0.0
H 1.148576 -2.368459 2.864652 0.0 0.0 0.0
C -2.093529 3.912459 -0.835085 0.0 0.0 0.0
H -0.594741 6.964450 -3.836420 0.0 0.0 0.0
C -2.366377 -5.219310 1.700215 0.0 0.0 0.1
N -3.197089 -0.331560 -0.846710 0.0 0.0 0.0
C -2.525025 -3.506483 0.029866 0.0 0.0 0.0
H -0.024247 4.377878 -7.211309 0.0 0.0 0.0
H 3.742200 -5.971762 -0.549260 0.0 0.0 0.0
H -1.117307 -0.497261 2.754188 0.1 -0.2 0.0
H 3.744171 3.934445 -5.233099 0.0 0.0 0.0
C -1.989897 -3.917199 1.278344 0.0 0.0 -0.1
C -1.661545 -3.647572 4.225763 -0.1 -0.1 -0.1
C 0.780064 0.770998 5.281194 0.0 0.0 0.1
H 0.390436 -6.161053 -2.341079 0.0 0.0 0.0
C 4.956557 0.082234 2.509488 0.0 0.0 -0.1
H 1.800435 -6.746026 -1.451938 0.0 0.0 0.0
C 0.479892 -2.758083 3.623711 0.0 -0.2 -0.1
H 1.841280 4.600531 3.891137 0.0 0.0 0.0
C 4.296895 0.407052 -0.126840 -0.1 0.1 0.0
C 1.084355 5.894329 -3.053681 0.0 0.0 0.0
H -2.659035 -3.978454 3.959555 0.0 0.0 0.0
O -2.232113 3.947357 2.252219 0.0 0.0 0.0
C 2.623133 0.493108 3.222140 0.1 0.0 -0.1
H 5.211184 -0.094306 3.550442 0.0 0.0 0.0
H 0.171136 -7.063608 -0.850899 0.0 0.0 0.0
C 3.539827 -3.864389 -1.027936 0.0 0.0 -0.1
H 1.191991 -4.460540 1.556170 0.0 0.1 0.0
C 4.045227 -5.275717 -1.332212 0.0 0.0 0.0
C -3.486638 -0.432087 -2.162610 0.1 0.0 0.1
H 5.207287 -3.451781 0.299224 0.0 0.0 0.0
H 0.428500 -6.027842 1.371754 0.0 0.0 0.0
C 0.408237 7.004893 -0.605381 -0.1 0.0 0.0
H -0.611397 -2.501280 -2.422029 -0.1 0.0 0.0
H 0.110603 4.873811 3.617014 0.0 0.0 0.0
H -4.314038 5.517058 2.684570 0.0 0.0 0.0
H 4.093132 0.502065 -1.197599 0.0 0.0 0.0
C 3.227022 0.517438 0.785011 0.2 0.1 -0.1
H -1.194317 7.970035 -1.653777 0.0 0.0 0.0
C 1.022275 3.480289 2.256186 0.1 -0.1 -0.1
H 1.661424 -4.025873 -4.909760 0.0 0.0 0.0
C -4.794416 -0.704981 -2.623955 -0.1 0.0 0.0
C -3.209257 -6.009893 0.936833 0.0 -0.1 0.0
C 2.938843 2.190743 -3.320476 0.1 -0.1 -0.1
H -2.446680 4.261654 -2.919804 0.0 0.0 0.0
H 4.051597 1.341836 4.626178 0.0 0.0 0.0
C 2.695456 3.672825 -5.329627 0.0 0.0 0.0
C -4.181874 4.702237 3.397165 0.0 0.0 0.0
H -0.676376 -4.225111 -2.810382 0.0 0.0 0.0
C 2.122369 1.167459 5.492095 -0.1 0.0 0.0
H 6.984620 -0.203975 1.851479 0.0 0.0 0.0
C 1.071533 4.718771 3.125175 0.0 0.0 0.0
C 0.028592 2.985281 -5.580337 0.0 0.0 0.0
H -3.070707 2.710384 -2.323986 0.0 0.0 0.0
C -2.340845 -0.271587 -3.081707 -0.1 0.0 0.1
C -3.369770 -4.298788 -0.714916 0.0 0.0 -0.1
C 3.005885 4.656195 -2.039121 -0.1 0.0 -0.2
H 2.773241 1.120138 -3.184381 0.0 0.0 0.0
C -0.783776 -3.226420 3.198998 0.0 0.2 0.0
H 0.846603 2.592910 2.868401 0.0 0.0 0.0